The following is a quantum chemistry calculation of a single C2H2OS molecule in a non-equilibrium geometry, from the Open Molecules 2025 dataset.

Output
HOMO-LUMO gap ... 0.2918 Ha
Highest occupied orbital energy ... -8.9 eV
Energy ... -550.7477 hartree

Last column: natural (NBO) charge in e.
Atoms and positions in Å:
O: -1.8547 -0.0063 0.0030  -0.470
C: -0.7876 -0.5397 -0.0049  0.449
C: 0.7197 0.5301 -0.0328  -0.382
S: 2.1351 -0.2435 0.0129  0.080
H: -0.3977 -1.5179 0.0041  0.143
H: 0.6294 1.5425 -0.1191  0.179

The following is a quantum chemistry calculation of a gas-phase ion, C13H17O2 (charge +1) in a non-equilibrium geometry, from the Open Molecules 2025 dataset.

Output
HOMO-LUMO gap (alpha / beta) ... 0.2148 / 0.2146 Ha
Highest occupied orbital energy (alpha / beta) ... -11.5 / -11.5 eV
Energy ... -655.4136 hartree
Charge ... +1

Last column: natural (NBO) charge in e.
Atoms and positions in Å:
C: -2.4018 -4.4047 -1.1204  -0.623
C: 0.7157 -0.8975 2.1110  0.074
C: -2.3731 -3.0597 -0.9983  -0.002
C: -1.4857 -0.1175 0.3497  0.412
C: -1.6520 -5.1709 -0.3233  0.808
C: -2.4150 -1.9711 -0.4686  0.249
C: 1.6043 0.0126 1.6421  -0.609
C: -1.0255 1.2462 0.0844  -0.428
C: 1.5274 0.2921 -0.0277  -0.081
C: 0.4027 1.4057 -0.4564  -0.172
C: -1.9088 2.0273 -0.9263  -0.638
C: 2.9959 0.3947 -0.5687  -0.635
C: 0.8284 2.8862 0.0081  -0.621
O: -1.0244 -5.6802 0.4787  -0.380
O: -2.3165 -0.7113 -0.4260  -0.413
H: -3.0299 -4.9270 -1.8577  0.293
H: -0.1094 -0.4793 2.7073  0.228
H: 0.5706 -1.9347 1.7992  0.227
H: 1.5486 1.0236 2.1651  0.248
H: 2.7064 -0.3295 1.8317  0.315
H: -0.9953 1.6749 1.0395  0.246
H: 1.1403 -0.6483 -0.3071  0.196
H: 0.5042 1.3634 -1.5230  0.234
H: -2.9441 2.2527 -0.6266  0.239
H: -1.9172 1.5791 -1.9889  0.232
H: -1.5775 3.0660 -1.0033  0.231
H: 3.6055 -0.5095 -0.5511  0.240
H: 3.5248 1.2129 0.0347  0.224
H: 2.8769 0.6878 -1.6934  0.237
H: 1.7101 3.3282 -0.4908  0.242
H: 1.0216 2.9158 1.0885  0.202
H: -0.1071 3.4719 0.0178  0.226